Density functional theory data (ωB97M-V with the def2-TZVPD basis set) for a structure of composition C38H41BBr2N10OSTi.

Positions of all 95 atoms, in Å:
Ti -0.3442 0.4194 -0.0492
C -1.3444 4.0200 3.1767
C -0.6159 3.7801 1.7933
C -0.3710 5.1061 1.0315
C 0.6644 3.0672 1.9959
C 1.7654 3.4738 2.7059
C 2.6798 2.4433 2.6456
N 2.1239 1.4834 1.8787
N 0.8957 1.8540 1.4667
B 2.5533 0.0720 1.6290
N 2.6153 -0.2902 0.1286
C 3.6787 -0.8263 -0.4623
C 3.4421 -1.1777 -1.7813
C 2.1136 -0.7936 -1.9218
N 1.6340 -0.2794 -0.7616
C 1.1870 -0.9158 -3.1296
C 1.6952 0.0550 -4.2802
C 1.2257 -2.3542 -3.7169
N 1.4705 -0.8648 2.2230
C 1.7054 -1.7076 3.2483
C 0.4564 -2.1270 3.7181
C -0.4945 -1.5877 2.8204
N 0.1717 -0.8288 1.9253
C -1.9631 -1.8112 2.7832
C -2.3766 -3.2930 3.0024
C -2.7217 -1.0055 3.8855
H -2.3974 4.2188 2.9382
H -1.2696 3.1922 3.8862
H -0.8981 4.9200 3.6557
H -1.1917 3.1639 1.1459
H 0.3274 5.7599 1.5235
H -0.0002 5.0390 0.0379
H -1.2545 5.7253 0.9936
H 1.9586 4.2994 3.3719
H 3.5036 2.2890 3.3097
H 3.7022 -0.1623 2.1345
H 4.6089 -1.0287 0.0997
H 4.0604 -1.4427 -2.5749
H 0.1957 -0.6038 -2.9147
H 2.4878 -0.4259 -4.8166
H 0.8498 0.1970 -5.0144
H 2.0674 1.0368 -3.9186
H 2.1411 -2.6208 -4.2574
H 1.2029 -3.1478 -2.9483
H 0.3645 -2.6117 -4.4573
H 2.6841 -1.8009 3.6875
H 0.3415 -2.7986 4.5413
H -2.3991 -1.5867 1.7854
H -2.0545 -3.6787 3.9805
H -3.4533 -3.4408 2.8239
H -1.8732 -3.9712 2.3310
H -2.3897 -1.2899 4.8697
H -2.5971 0.1029 3.6839
H -3.8465 -1.1332 3.7388
C 2.5480 -3.8040 0.8093
C 1.3448 -4.1296 0.0102
C 1.0683 -5.4992 -0.3642
C -0.1525 -5.8173 -0.9397
C -1.0607 -4.7619 -1.2786
C -2.3165 -4.9426 -1.8663
Br -3.0728 -6.7812 -2.2096
C -3.1610 -3.8618 -2.0851
C -2.7033 -2.5094 -1.8075
Br -3.8238 -1.0168 -2.2203
C -1.4998 -2.2539 -1.2012
O -1.0662 -1.0468 -0.9720
C -0.6738 -3.4642 -0.9227
N 0.4794 -3.1853 -0.2637
H 2.9960 -2.8761 0.4390
H 3.3509 -4.5371 0.7364
H 2.3615 -3.6424 1.8943
H 1.6971 -6.3565 -0.1752
H -0.2554 -6.7882 -1.3029
H -4.1373 -3.9419 -2.4654
N -1.7094 3.7471 -2.2984
C -0.4308 4.0535 -2.5822
C 0.2042 5.1262 -3.1341
C 1.5962 5.1437 -3.2635
C 2.3733 4.0206 -2.8575
C 1.7929 2.9241 -2.2495
C 0.3838 2.9709 -2.0232
N -0.5035 2.0865 -1.3727
C -1.7349 2.6285 -1.4339
C -2.8143 2.1735 -0.6204
C -4.1717 2.5730 -0.4522
S -4.8333 1.7782 0.9045
C -3.3671 0.9722 1.1785
N -2.3645 1.2361 0.4010
H -2.4027 4.4593 -2.2368
H -0.4373 5.9533 -3.4150
H 2.1450 5.9858 -3.5761
H 3.3480 3.8991 -3.2675
H 2.4041 2.0953 -1.8884
H -4.7929 3.0667 -1.1697
H -3.3254 0.2108 1.9506

Its largest force on an atom is 4.464 eV Å⁻¹. For the HOMO energy (spin up / spin down), the calculation gives -5.10 / -7.73 eV. Its spin multiplicity is 3. The net charge is 0. The frontier orbital gap (spin up / spin down) comes out at 5.204 / 7.922 eV.

Results of the Mulliken charge analysis, in e, for atoms 1 through 4: number 1, Ti, carries -0.106; number 2, C, carries -1.708; number 3, C, carries 3.012; number 4, C, carries -1.724